No. 1
Entry from OMol25: a 8-piece molecular cluster, C24H48FN7O18P overall (ωB97M-V/def2-TZVPD).

Results
Net charge   +1

Cartesian coordinates (Å):
1 C 5.347 3.378 -1.928
2 C 6.291 2.259 -2.344
3 O 5.699 1.038 -1.946
4 C 6.449 -0.091 -2.343
5 C 6.061 -0.632 -3.712
6 O 5.049 -1.626 -3.735
7 C 3.994 -1.408 -2.828
8 C 2.836 -2.302 -3.221
9 O 1.726 -1.524 -3.696
10 C 0.555 -2.267 -3.823
11 P -0.702 -1.611 -2.646
12 C -0.726 -2.685 -1.188
13 C 0.125 -2.162 -0.021
14 F 0.721 -0.942 -0.303
15 C -2.358 -1.544 -3.422
16 C -2.716 -0.071 -3.590
17 O -1.868 0.645 -4.054
18 C -4.033 0.446 -3.188
19 C -4.559 1.512 -3.926
20 C -5.782 2.074 -3.574
21 C -6.487 1.589 -2.471
22 C -5.972 0.517 -1.747
23 C -4.751 -0.049 -2.100
24 H 5.775 4.350 -2.142
25 H 4.389 3.252 -2.427
26 H 5.139 3.293 -0.863
27 H 7.240 2.430 -1.833
28 H 6.381 2.359 -3.429
29 H 7.514 0.151 -2.385
30 H 6.359 -0.845 -1.563
31 H 5.829 0.208 -4.374
32 H 6.950 -1.106 -4.125
33 H 3.685 -0.363 -2.765
34 H 4.281 -1.700 -1.814
35 H 3.204 -3.009 -3.967
36 H 2.505 -2.856 -2.339
37 H 0.739 -3.321 -3.607
38 H 0.144 -2.173 -4.831
39 H -0.274 -0.330 -2.308
40 H -1.758 -2.789 -0.857
41 H -0.393 -3.689 -1.440
42 H -0.477 -2.046 0.877
43 H 0.908 -2.874 0.209
44 H -3.044 -2.115 -2.801
45 H -2.260 -2.041 -4.384
46 H -4.032 1.928 -4.770
47 H -6.194 2.894 -4.142
48 H -7.423 2.041 -2.182
49 H -6.489 0.099 -0.896
50 H -4.357 -0.871 -1.516
51 C -6.567 2.939 2.080
52 N -7.414 1.861 1.499
53 O -8.491 2.166 1.047
54 O -6.956 0.731 1.518
55 H -7.100 3.877 1.993
56 H -6.385 2.684 3.120
57 H -5.638 2.959 1.518
58 C 1.177 3.124 -0.694
59 N 2.056 4.175 -1.276
60 O 2.016 4.337 -2.477
61 O 2.752 4.791 -0.499
62 H 0.620 2.663 -1.501
63 H 1.820 2.404 -0.196
64 H 0.514 3.611 0.014
65 C -6.698 -1.977 3.251
66 N -5.717 -2.017 4.367
67 O -4.678 -2.624 4.191
68 O -6.020 -1.433 5.386
69 H -6.294 -2.535 2.415
70 H -7.622 -2.427 3.606
71 H -6.849 -0.936 2.985
72 C 3.129 -6.488 0.130
73 N 2.461 -5.170 -0.053
74 O 1.244 -5.128 0.011
75 O 3.170 -4.209 -0.257
76 H 2.366 -7.237 0.301
77 H 3.690 -6.694 -0.776
78 H 3.793 -6.397 0.984
79 C 6.918 4.107 2.618
80 N 7.404 3.877 1.229
81 O 7.585 2.728 0.879
82 O 7.583 4.857 0.539
83 H 6.805 3.155 3.101
84 H 7.656 4.720 3.124
85 H 5.966 4.626 2.540
86 C 6.495 1.198 6.908
87 N 7.283 2.186 6.123
88 O 8.408 2.432 6.487
89 O 6.733 2.686 5.157
90 H 7.109 0.844 7.727
91 H 5.607 1.706 7.272
92 H 6.230 0.387 6.236
93 C -11.029 -1.678 5.724
94 N -10.445 -1.761 4.357
95 O -10.244 -2.868 3.898
96 O -10.209 -0.713 3.796
97 H -11.183 -2.684 6.093
98 H -10.323 -1.135 6.345
99 H -11.969 -1.141 5.643

Forces on atoms 1 to 3 (eV/Å):
C -0.131 -0.662 0.327
C -0.776 1.211 0.244
O 0.052 -0.279 -0.054

Here are the Löwdin charges for atoms 1 to 2, given in e:
1. C -0.072
2. C -0.274


No. 2
Entry from OMol25: a 8-piece molecular cluster, C24H48O20S4 overall (ωB97M-V/def2-TZVPD).

Results
SMILES   O=S1(=O)OCCO1.O=S1(=O)OCCO1.O=S1(=O)OCCO1.O=S1(=O)OCCO1.C1CCOC1.C1CCOC1.C1CCOC1.C1CCOC1

Cartesian coordinates (Å):
1 C 0.466 -0.260 3.261
2 C 0.486 0.970 4.180
3 C 1.927 1.042 4.626
4 O 2.650 0.226 3.716
5 C 1.818 -0.120 2.604
6 H -0.375 -0.333 2.570
7 H 0.499 -1.188 3.846
8 H -0.310 0.960 4.924
9 H 0.236 1.780 3.482
10 H 2.082 0.561 5.597
11 H 2.242 2.090 4.656
12 H 2.280 -1.006 2.174
13 H 1.802 0.650 1.824
14 C 0.077 -7.100 -1.772
15 C 0.448 -6.233 -0.574
16 C -0.698 -5.210 -0.543
17 O -0.794 -4.961 -1.976
18 C -0.417 -6.074 -2.784
19 H -0.708 -7.764 -1.403
20 H 0.953 -7.690 -2.042
21 H 1.382 -5.718 -0.823
22 H 0.645 -6.844 0.307
23 H -0.547 -4.320 0.060
24 H -1.670 -5.670 -0.347
25 H 0.404 -5.746 -3.423
26 H -1.312 -6.454 -3.275
27 C -0.624 0.920 -1.648
28 C -0.560 -0.384 -2.400
29 C -0.711 -1.420 -1.298
30 O -0.017 -0.836 -0.181
31 C 0.193 0.570 -0.388
32 H -1.639 1.160 -1.328
33 H -0.121 1.749 -2.144
34 H 0.452 -0.517 -2.799
35 H -1.290 -0.455 -3.202
36 H -0.378 -2.432 -1.519
37 H -1.767 -1.483 -1.006
38 H 1.246 0.619 -0.687
39 H -0.013 1.282 0.409
40 C -2.509 3.482 0.478
41 C -2.147 3.319 1.945
42 C -2.468 1.865 2.331
43 O -2.948 1.256 1.140
44 C -3.410 2.245 0.272
45 H -1.623 3.462 -0.160
46 H -3.136 4.341 0.245
47 H -2.875 3.961 2.451
48 H -1.140 3.625 2.221
49 H -3.080 1.848 3.243
50 H -1.606 1.266 2.648
51 H -4.466 2.518 0.400
52 H -3.318 1.876 -0.753
53 C 5.675 3.754 0.766
54 C 6.284 3.141 -0.480
55 O 6.377 1.749 -0.174
56 S 5.261 1.256 0.876
57 O 5.892 0.428 1.859
58 O 4.046 0.882 0.203
59 O 4.979 2.752 1.476
60 H 5.099 4.666 0.618
61 H 6.482 4.081 1.436
62 H 7.263 3.546 -0.712
63 H 5.633 3.227 -1.353
64 C -1.466 -3.652 -5.862
65 C -0.951 -2.264 -5.459
66 O -2.105 -1.444 -5.269
67 S -3.356 -2.349 -4.806
68 O -4.572 -1.901 -5.419
69 O -3.324 -2.500 -3.372
70 O -2.858 -3.676 -5.624
71 H -0.976 -4.368 -5.196
72 H -1.188 -3.957 -6.868
73 H -0.317 -1.835 -6.229
74 H -0.421 -2.305 -4.508
75 C -2.845 -2.033 1.892
76 C -2.013 -2.670 3.021
77 O -2.895 -3.497 3.759
78 S -4.437 -3.069 3.463
79 O -4.749 -1.870 4.191
80 O -5.331 -4.179 3.585
81 O -4.137 -2.704 1.914
82 H -2.506 -2.185 0.872
83 H -3.104 -0.986 2.037
84 H -1.547 -1.939 3.686
85 H -1.169 -3.263 2.666
86 C 2.702 6.845 -0.783
87 C 1.312 7.379 -0.525
88 O 0.568 6.154 -0.587
89 S 1.385 4.941 0.156
90 O 1.244 3.705 -0.540
91 O 1.088 4.948 1.547
92 O 2.855 5.653 -0.062
93 H 3.515 7.534 -0.534
94 H 2.859 6.702 -1.858
95 H 0.972 7.983 -1.362
96 H 1.165 7.891 0.426

Forces on atoms 1 to 3 (eV/Å):
C 0.126 -0.830 0.291
C -1.198 -0.197 -1.297
C -0.255 -0.382 0.491

Here are the Löwdin charges for atoms 1 to 2, given in e:
1. C -0.181
2. C -0.162


The evaluated HOMO for the records listed, in turn: -0.4081 -0.3351 Eh.
The evaluated DFT total energy for the records listed, in turn: -3121.142679 -4040.599170 a.u..